ORCA calculation (the ωB97M-V functional and the def2-TZVPD basis) on 7 unconnected molecules or ions with the total composition C47H90BO15Si.

Each line ends with the Mulliken charge.
Geometry (Å):
C  4.484  2.536  0.159  -0.868
C  4.617  1.723  -1.132  -0.484
C  4.282  0.237  -0.946  -0.415
B  2.930  -0.057  -0.090  1.147
O  2.468  -1.492  -0.311  -0.658
C  1.100  -1.465  -0.551  0.279
C  0.328  -2.602  0.113  -1.057
C  -1.055  -2.784  -0.538  -0.653
C  -2.223  -2.898  0.448  -0.680
C  -3.547  -2.466  -0.201  0.287
C  -4.806  -3.109  0.377  -1.068
C  -6.054  -2.255  0.167  -0.878
C  -6.190  -1.110  1.186  -0.507
C  -7.196  -0.018  0.743  -0.845
Si  -6.651  1.766  1.002  0.054
C  -5.953  2.027  2.718  -1.088
C  -8.184  2.861  0.845  -1.201
C  -5.439  2.281  -0.333  0.016
C  -4.491  1.371  -0.796  0.204
C  -3.569  1.709  -1.777  -0.450
C  -3.580  2.985  -2.306  -0.383
C  -4.518  3.907  -1.865  -0.845
C  -5.441  3.562  -0.893  -0.261
C  0.620  -0.025  -0.296  0.361
C  0.079  0.225  1.103  0.438
O  -0.315  1.582  1.238  -0.369
C  -1.581  1.743  1.816  -0.516
O  1.764  0.756  -0.533  -0.851
H  5.060  3.464  0.092  0.404
H  4.885  1.965  0.999  0.111
H  3.443  2.771  0.379  0.134
H  4.009  2.164  -1.926  0.210
H  5.662  1.821  -1.458  0.382
H  5.121  -0.219  -0.404  0.197
H  4.182  -0.253  -1.924  -0.098
H  3.139  0.096  1.131  -0.377
H  0.933  -1.608  -1.644  -0.062
H  0.204  -2.445  1.188  0.408
H  0.938  -3.499  -0.016  0.523
H  -1.243  -1.918  -1.181  0.242
H  -1.069  -3.666  -1.184  0.435
H  -2.303  -3.913  0.844  0.395
H  -2.029  -2.205  1.272  0.302
H  -3.485  -2.693  -1.271  0.484
H  -3.590  -1.379  -0.127  -0.607
H  -4.668  -3.335  1.439  0.365
H  -4.944  -4.072  -0.125  0.393
H  -6.939  -2.889  0.299  0.443
H  -6.101  -1.883  -0.860  0.397
H  -6.574  -1.573  2.097  0.503
H  -5.206  -0.683  1.397  0.150
H  -7.396  -0.126  -0.328  0.441
H  -8.155  -0.135  1.254  0.524
H  -6.705  1.724  3.453  0.342
H  -5.034  1.477  2.918  0.319
H  -5.752  3.087  2.886  0.361
H  -8.322  3.185  -0.186  0.336
H  -9.060  2.307  1.184  0.341
H  -8.080  3.753  1.465  0.306
H  -4.464  0.377  -0.376  -0.004
H  -2.849  0.975  -2.117  0.273
H  -2.855  3.271  -3.058  0.585
H  -4.540  4.908  -2.278  0.455
H  -6.154  4.301  -0.551  0.506
H  -0.144  0.289  -1.020  -0.098
H  -0.785  -0.425  1.303  -0.147
H  0.851  -0.020  1.841  -0.323
H  -1.796  2.811  1.847  0.381
H  -1.620  1.334  2.835  0.327
H  -2.363  1.248  1.222  0.044
O  -5.636  7.153  -0.828  -0.547
C  -5.219  8.148  -1.357  0.814
O  -4.638  8.024  -2.560  -0.348
C  -4.247  9.133  -3.383  -0.337
C  -2.873  9.650  -3.013  -0.991
C  -5.245  9.495  -0.674  -1.125
H  -5.006  9.918  -3.360  0.310
H  -4.227  8.731  -4.390  0.312
H  -2.858  10.048  -1.997  0.367
H  -2.564  10.437  -3.699  0.343
H  -2.146  8.842  -3.065  0.255
H  -4.352  9.582  -0.056  0.266
H  -6.119  9.527  -0.029  0.332
H  -5.285  10.340  -1.358  0.355
O  6.745  0.505  3.930  -0.624
C  6.081  -0.499  3.883  0.809
O  4.783  -0.409  3.581  -0.337
C  3.953  -1.565  3.388  0.436
C  3.388  -2.050  4.709  -1.139
C  6.676  -1.843  4.247  -0.712
H  4.496  -2.344  2.854  0.227
H  3.161  -1.240  2.717  -0.313
H  4.166  -2.371  5.403  0.263
H  2.713  -2.890  4.539  0.365
H  2.830  -1.245  5.190  0.322
H  6.593  -1.968  5.327  0.002
H  7.728  -1.825  3.973  0.314
H  6.209  -2.693  3.758  0.338
O  3.500  -5.871  -2.282  -0.570
C  3.150  -5.016  -3.051  0.897
O  2.315  -5.391  -4.053  -0.387
C  1.670  -4.436  -4.902  -0.135
C  2.536  -4.031  -6.076  -1.059
C  3.648  -3.598  -2.992  -1.064
H  1.336  -3.574  -4.324  0.142
H  0.775  -4.949  -5.255  0.342
H  3.443  -3.525  -5.746  0.282
H  1.988  -3.356  -6.733  0.369
H  2.832  -4.912  -6.646  0.306
H  4.592  -3.539  -3.535  0.416
H  3.822  -3.330  -1.952  0.191
H  2.956  -2.866  -3.398  0.294
O  1.871  -12.253  0.529  -0.577
C  1.921  -11.151  0.051  0.733
O  1.962  -11.034  -1.289  -0.374
C  1.836  -9.769  -1.959  -0.534
C  3.148  -9.030  -2.080  -0.559
C  2.011  -9.911  0.910  -0.895
H  1.071  -9.160  -1.476  0.387
H  1.455  -10.028  -2.946  0.322
H  3.553  -8.765  -1.104  0.202
H  3.016  -8.109  -2.642  0.116
H  3.883  -9.657  -2.587  0.329
H  3.060  -9.730  1.141  0.240
H  1.479  -10.108  1.837  0.298
H  1.596  -9.016  0.455  0.322
O  5.662  -3.422  8.204  -0.554
C  6.149  -2.510  8.808  0.834
O  5.812  -1.257  8.441  -0.362
C  6.208  -0.090  9.164  -0.389
C  7.570  0.411  8.733  -0.947
C  7.183  -2.718  9.891  -1.075
H  6.154  -0.266  10.240  0.352
H  5.445  0.649  8.924  0.331
H  8.353  -0.317  8.951  0.266
H  7.812  1.339  9.251  0.366
H  7.576  0.598  7.660  0.265
H  8.163  -2.783  9.420  0.252
H  6.969  -3.665  10.379  0.327
H  7.206  -1.936  10.646  0.334
O  -2.418  8.598  -5.810  -0.522
C  -2.065  7.617  -6.409  0.885
O  -2.620  6.442  -6.069  -0.389
C  -2.398  5.225  -6.793  -0.416
C  -1.152  4.504  -6.325  -0.962
C  -0.971  7.658  -7.449  -1.200
H  -2.386  5.417  -7.867  0.353
H  -3.282  4.625  -6.586  0.344
H  -0.252  5.091  -6.509  0.289
H  -1.052  3.551  -6.846  0.378
H  -1.210  4.310  -5.255  0.263
H  -0.013  7.557  -6.940  0.285
H  -1.006  8.630  -7.933  0.330
H  -1.050  6.888  -8.211  0.356

## Properties
DFT total energy in eV: -89469.253
HOMO energy in eV: -4.3
Charge: -1